Record 1
The following is a quantum chemistry calculation of a cluster of 8 separate species, C5H24NO9 in total, from the OMol25 dataset.

Its largest force on an atom is 0.0574 Eh/bohr. The value obtained for the energy above the lowest of the compared OMol25 structures with the same formula, charge and spin is 0.0 kcal/mol. The expectation value of S² is 0.76. Its spin multiplicity is 2. The orbital gap (spin up / spin down) comes out at 11.16 / 6.37 eV.

Last column: Mulliken charge in e.
Element x y z (Å)
O 1.227 -0.116 -1.862  -0.827
O 2.726 -1.589 -1.181  -0.597
O -0.680 1.689 -1.616  -0.595
O 2.071 2.455 -2.359  -0.711
O 1.296 2.258 0.362  -0.722
O 4.148 0.759 -1.825  -0.678
O -2.953 0.612 2.742  -0.634
O -1.071 2.557 1.663  -0.750
O -2.134 -2.236 4.032  -0.655
N -0.596 -0.996 -0.045  0.449
C -1.457 -1.699 -0.977  -0.359
C 1.680 -0.977 -1.058  0.534
C 1.340 -1.280 1.464  -1.316
C 0.725 -1.551 0.067  0.281
C -2.882 -1.136 -1.012  -1.272
H -2.246 1.271 2.751  0.436
H -1.449 -2.139 3.364  0.302
H 0.707 -2.625 -0.056  0.457
H -0.147 2.542 1.307  0.462
H -2.904 -0.067 -0.781  0.304
H 4.486 0.159 -1.150  0.316
H -1.406 -2.760 -0.730  0.537
H -2.899 0.215 1.879  0.251
H -3.215 -1.175 -2.041  0.360
H -0.330 2.514 -1.974  0.333
H 0.757 1.690 -0.227  0.382
H -1.494 1.873 1.168  0.227
H 1.461 3.024 -0.202  0.309
H 1.544 -0.216 1.562  0.302
H 0.673 -1.599 2.263  0.235
H 3.496 0.143 -2.187  0.324
H -0.421 -0.001 -0.191  -0.366
H -1.009 -1.671 -1.981  0.359
H 3.009 2.454 -2.107  0.334
H -3.445 -1.615 -0.215  0.343
H -2.593 -1.386 4.025  0.355
H 1.902 1.504 -2.301  0.522
H -0.148 1.023 -2.060  0.361
H 2.230 -1.906 1.489  0.406

=====

Record 2
The following is a quantum chemistry calculation of a cluster of 6 separate species, C5H25N2O5 in total, from the OMol25 dataset.

Its largest force on an atom is 0.1945 Eh/bohr. The value obtained for the energy above the lowest of the compared OMol25 structures with the same formula, charge and spin is 104.9 kcal/mol. Its net charge is +1. The orbital gap comes out at 9.49 eV.

Last column: Mulliken charge in e.
Element x y z (Å)
O 0.253 0.176 -2.258  -0.530
O 0.774 2.997 -1.484  -0.570
O 0.920 -2.157 0.896  -0.495
O 1.602 -3.011 -1.476  -0.660
O 2.942 0.236 -0.284  -0.452
N 0.788 0.786 0.777  0.237
N -1.929 0.297 -0.071  0.591
C -1.432 0.084 1.263  -1.577
C -0.199 0.706 1.813  0.566
C 0.205 -0.009 3.030  -1.281
C -2.898 1.403 -0.322  -0.941
C -2.300 -0.934 -0.737  -1.257
H -2.920 1.418 -1.421  0.311
H 3.756 0.307 -0.106  0.207
H 0.811 -3.020 0.607  0.306
H 0.472 -0.086 -3.197  0.306
H 1.072 -0.525 2.694  0.204
H 0.549 3.901 -1.564  0.289
H 0.394 2.503 -2.122  0.257
H 0.690 -0.073 0.153  -0.037
H 0.752 1.679 0.340  0.281
H 0.261 0.698 3.979  0.334
H 2.717 -0.158 -1.039  0.207
H -1.192 -1.074 1.308  0.425
H -2.488 2.296 0.240  0.235
H -3.296 -1.347 -0.610  0.302
H -1.347 -1.474 -0.518  0.419
H -2.195 0.021 2.057  0.408
H 1.754 0.718 1.202  0.412
H 1.254 -3.553 -2.208  0.305
H 1.518 -2.179 1.735  0.243
H -3.907 1.169 0.055  0.323
H -2.197 -0.704 -1.827  0.416
H 1.023 -2.242 -1.407  0.343
H -0.612 -0.256 -2.140  0.153
H -0.528 1.751 2.190  0.337
H -0.533 -0.783 3.208  0.383

=====

Record 3
The following is a quantum chemistry calculation of a cluster of 6 separate species, C5H25N2O6 in total, from the OMol25 dataset.

Its largest force on an atom is 0.0398 Eh/bohr. The value obtained for the energy above the lowest of the compared OMol25 structures with the same formula, charge and spin is 43.0 kcal/mol. Its net charge is +1. The orbital gap comes out at 9.61 eV.

Last column: Mulliken charge in e.
Element x y z (Å)
O 0.474 3.693 -0.839  -0.656
O -0.774 1.370 -2.069  -0.571
O -1.141 -1.848 -0.948  -0.507
O 0.779 2.788 1.783  -0.682
O 2.140 1.488 -1.584  -0.642
O 0.714 -1.295 -3.102  -0.611
N 1.778 0.231 0.990  0.020
N -1.514 -1.543 1.780  -0.070
C -0.443 -0.570 2.013  -1.235
C 1.299 -2.130 1.086  -1.759
C -2.614 -1.073 0.968  -0.950
C -2.223 -0.990 -0.533  -0.241
C 0.636 -0.775 0.947  1.376
H 0.632 2.780 -1.108  0.437
H 2.708 2.017 -2.163  0.271
H 0.553 -2.898 0.937  0.380
H 0.268 -0.575 -0.049  -0.502
H -0.045 -0.860 2.984  0.461
H 1.428 -1.903 -3.306  0.308
H 1.446 3.318 1.327  0.286
H -1.237 0.563 -2.286  0.296
H -1.016 2.188 -2.502  0.250
H 2.373 0.180 0.167  0.445
H -0.776 0.462 2.102  0.338
H 2.052 -2.314 0.323  0.472
H -1.782 -0.011 -0.657  -0.023
H 0.013 3.369 1.735  0.320
H -2.854 -0.036 1.250  0.314
H 1.609 0.980 -2.224  0.353
H 1.653 -2.317 2.098  0.444
H 2.354 0.141 1.824  0.420
H -1.407 -2.765 -1.055  0.255
H 0.186 -1.639 -2.372  0.363
H -1.649 -2.216 2.513  0.251
H -3.580 -1.557 1.099  0.453
H 1.429 1.204 1.024  0.095
H -3.052 -1.413 -1.080  0.568
H -0.419 3.955 -1.072  0.274

=====

Record 4
The following is a quantum chemistry calculation of a cluster of 9 separate species, C5H25NO10 in total, from the OMol25 dataset.

Its largest force on an atom is 0.0166 Eh/bohr. The value obtained for the energy above the lowest of the compared OMol25 structures with the same formula, charge and spin is 0.0 kcal/mol. The orbital gap comes out at 9.45 eV.

Last column: Mulliken charge in e.
Element x y z (Å)
O -0.836 0.919 -5.048  -0.721
O -0.987 -1.417 -3.584  -0.736
O -2.105 0.898 1.414  -0.794
O -2.746 0.523 -2.748  -0.755
O 3.076 1.965 1.315  -0.778
O -2.264 2.452 -0.839  -0.679
O 1.138 -1.125 4.024  -0.697
O 3.465 -0.107 3.046  -0.737
O -2.360 -1.152 2.227  -0.434
O 0.568 -3.503 2.773  -0.655
N 0.560 1.657 -0.114  -0.684
C 1.403 0.209 -1.815  -1.433
C -1.920 -0.301 1.301  0.399
C 0.333 -0.752 0.215  -0.569
C 0.792 0.381 -0.646  1.259
C -1.195 -1.003 0.192  0.171
H -0.133 1.695 0.616  0.220
H 1.706 -0.769 -2.179  0.406
H -1.392 -2.055 0.254  0.408
H 1.322 -1.265 4.958  0.288
H 1.950 -0.707 3.653  0.395
H 0.846 -2.680 3.226  0.389
H -3.053 2.995 -0.781  0.278
H 0.682 -0.610 1.241  -0.036
H -1.644 -0.657 -0.742  -0.238
H 0.816 -1.676 -0.075  0.419
H -1.721 -0.905 -3.180  0.488
H -2.573 1.210 -2.071  0.404
H -2.792 -0.684 2.939  0.357
H 2.204 1.877 0.906  0.409
H -0.784 -0.025 -4.816  0.426
H -0.304 -1.422 -2.900  0.277
H 0.400 2.396 -0.803  0.217
H -0.362 -3.603 2.959  0.286
H 4.016 -0.719 2.549  0.301
H 3.334 0.662 2.450  0.416
H -2.438 0.918 -3.571  0.352
H 3.679 2.104 0.586  0.322
H -0.170 1.314 -4.466  0.303
H -2.234 1.938 -0.010  0.451
H 1.725 1.024 -2.458  0.306

=====

Record 5
The following is a quantum chemistry calculation of a cluster of 8 separate species, C5H25NO8 in total, from the OMol25 dataset.

Its largest force on an atom is 0.0477 Eh/bohr. The value obtained for the energy above the lowest of the compared OMol25 structures with the same formula, charge and spin is 0.0 kcal/mol. The expectation value of S² is 0.75. Its net charge is -1. Its spin multiplicity is 2. The orbital gap (spin up / spin down) comes out at 3.87 / 7.37 eV.

Last column: Mulliken charge in e.
Element x y z (Å)
O 3.467 0.630 -0.013  -0.664
O -1.196 2.833 1.633  -0.680
O -0.089 -3.962 1.726  -0.650
O -2.432 0.579 0.540  -0.876
O -2.594 -1.773 1.879  -0.734
O 0.765 3.355 -0.141  -0.620
O -2.107 -3.649 -2.452  -0.665
O 3.254 3.246 1.166  -0.682
N -0.041 1.245 -2.081  -0.630
C 0.789 -1.661 -1.105  -1.808
C -0.794 0.275 -1.272  0.218
C -0.161 -0.742 -0.345  1.860
C -1.869 1.063 -0.535  -0.710
C 0.482 -0.121 0.941  -1.185
H 1.291 -2.345 -0.418  0.395
H -2.075 -2.711 -2.650  0.326
H -2.887 -2.366 1.186  0.293
H 2.849 1.176 -0.501  0.387
H 0.739 0.865 -2.619  0.317
H -0.916 -1.405 0.076  -0.300
H 1.568 -1.039 -1.569  0.403
H 2.967 3.011 2.052  0.318
H 0.047 -0.660 1.779  0.185
H 0.113 3.714 0.480  0.276
H -2.389 1.843 -1.106  0.335
H -0.802 -3.388 2.038  0.338
H 0.405 1.943 -1.491  0.228
H 1.543 -0.253 1.030  0.740
H 0.204 0.932 0.911  0.050
H -0.477 -4.593 1.115  0.296
H -1.866 3.374 2.067  0.276
H 2.986 -0.201 0.046  0.278
H 0.309 -2.189 -1.930  0.190
H -1.280 -4.109 -2.585  0.307
H 4.108 2.810 1.097  0.294
H -1.742 2.080 1.318  0.337
H -1.398 -0.255 -2.053  -0.151
H 1.610 3.350 0.338  0.335
H -2.380 -0.904 1.447  0.372

=====

Record 6
The following is a quantum chemistry calculation of a cluster of 9 separate species, C5H26ClO12 in total, from the OMol25 dataset.

Its largest force on an atom is 0.0687 Eh/bohr. Its net charge is -1. The orbital gap comes out at 10.23 eV.

Last column: Mulliken charge in e.
Element x y z (Å)
Cl -0.474 -0.103 -0.224  1.470
O 3.052 0.575 2.263  -0.542
O -2.678 -5.416 -0.909  -0.524
O 2.641 4.749 -0.783  -0.508
O -1.184 -1.078 -1.014  -0.606
O -3.374 -1.561 2.679  -0.636
O 0.690 1.572 -3.939  -0.628
O 0.275 -1.498 -3.727  -0.626
O -0.226 1.034 -1.147  -0.675
O 0.745 -0.715 0.180  -0.554
O 3.429 -4.631 0.274  -0.549
O -1.795 3.649 0.172  -0.520
O -1.187 0.373 0.956  -0.588
C 1.365 4.341 -0.573  -0.519
C -2.694 -4.019 -0.799  -0.425
C 2.894 -3.422 0.717  -0.426
C -2.933 3.243 0.922  -0.610
C 1.969 1.186 2.873  -0.431
H -2.174 -3.557 -1.638  0.222
H 1.329 3.266 -0.400  0.109
H -2.791 2.997 1.974  0.265
H -3.790 3.898 0.759  0.284
H 1.169 2.389 -3.803  0.284
H -2.594 -1.192 2.265  0.320
H -3.235 2.284 0.503  0.213
H -0.281 -1.314 -2.971  0.307
H -3.455 -5.694 -1.398  0.297
H 2.163 -3.043 0.003  0.186
H 2.558 5.706 -0.779  0.305
H 1.166 -1.491 -3.377  0.298
H -3.684 -3.565 -0.839  0.278
H -1.292 2.862 -0.049  0.320
H -3.098 -2.426 2.984  0.296
H 0.936 4.730 0.351  0.328
H 2.681 -0.035 1.620  0.319
H 1.340 1.790 2.219  0.099
H 2.456 -3.544 1.708  0.241
H 3.758 -2.758 0.757  0.238
H 3.922 -4.363 -0.505  0.308
H 0.180 1.456 -3.138  0.398
H -2.147 -3.663 0.073  0.150
H 2.346 1.922 3.584  0.301
H 1.427 0.455 3.472  0.249
H 0.594 4.610 -1.295  0.280